Here is a gas-phase ion, CH5O3P2S (charge -1) from OMol25. Energies are from the ωB97M-V functional and the def2-TZVPD basis.

Last columns: bonded neighbours and bond lengths (Å).
Element x y z (Å)
1 S -2.480 0.013 -0.099  P3 2.393, O4 1.471, O5 1.468, O6 1.455
2 P 2.492 -1.002 -0.095  C7 1.710, H8 1.527, H10 1.324
3 P -0.144 0.303 -0.530  S1 2.393, C7 1.836, H9 1.445, H11 1.385
4 O -3.089 0.925 -1.080  S1 1.471
5 O -2.398 0.552 1.264  S1 1.468
6 O -2.967 -1.355 -0.188  S1 1.455
7 C 1.552 0.403 0.165  P2 1.710, P3 1.836, H12 1.068
8 H 2.327 -2.128 0.923  P2 1.527
9 H 0.052 0.450 -1.954  P3 1.445
10 H 3.509 -0.693 0.696  P2 1.324
11 H -0.574 1.566 -0.159  P3 1.385
12 H 1.721 0.965 1.057  C7 1.068

Results
- largest force on an atom (eV Å⁻¹) = 3.4
- HOMO (alpha / beta) (eV) = -3.984 / -3.983
- lowest unoccupied orbital energy (alpha / beta) (eV) = 3.03 / 3.03
- structure (SMILES) = O=S(=O)([O-])[PH2]=CP
- multiplicity = 1
- net charge = -1
- gap between HOMO and LUMO (alpha / beta) (eV) = 7.01 / 7.01

Here are the natural (NBO) charges for atoms 1 to 8, given in e: number 1, S, carries 2.201; number 2, P, carries 0.301; number 3, P, carries 0.512; number 4, O, carries -0.969; number 5, O, carries -0.990; number 6, O, carries -0.968; number 7, C, carries -1.139; number 8, H, carries -0.107